Arrangement i

Entry from the Open Molecules 2025 dataset: 21 unconnected molecules or ions with the total composition H42O21 (the ωB97M-V functional and the def2-TZVPD basis).

Last column: Mulliken charge in e.
Cartesian coordinates (Å):
O1 1.52540 2.20231 1.79907  -0.6165
H1 1.83868 1.39311 1.36252  0.3087
H2 1.66467 2.34331 2.74156  0.1835
O2 -3.04549 -0.72048 -4.00508  -0.6178
H3 -3.76994 -0.65476 -3.37185  0.3032
H4 -2.40221 -1.34811 -3.64204  0.3458
O3 0.53036 -4.68129 0.44009  -0.5853
H5 0.81683 -4.67263 -0.50551  0.2891
H6 -0.31304 -5.15706 0.34872  0.3188
O4 0.29228 1.58513 4.35755  -0.6367
H7 -0.07387 2.45380 4.16477  0.3222
H8 0.68851 1.30848 3.49825  0.3794
O5 -4.64056 -0.91665 1.15820  -0.5526
H9 -4.96174 -0.02934 0.98428  0.2736
H10 -3.89146 -0.95511 0.55030  0.4186
O6 1.30271 3.34327 -2.65922  -0.6516
H11 0.74886 2.69988 -2.16086  0.2882
H12 1.00850 4.27229 -2.60862  0.2816
O7 3.98054 -1.61637 0.20466  -0.6201
H13 4.36560 -0.82705 0.59765  0.3130
H14 4.15886 -1.48834 -0.74779  0.2959
O8 -3.17266 -1.44029 3.98707  -0.5710
H15 -2.24848 -1.15219 3.83385  0.4227
H16 -3.55527 -0.55398 4.08527  0.3439
O9 -0.39700 0.94927 -3.71012  -0.5181
H17 -1.21651 1.06820 -4.23546  0.2864
H18 -0.21700 0.11614 -4.21974  0.2484
O10 3.34149 1.94712 -2.60350  -0.6882
H19 2.46018 1.96771 -3.05586  0.4171
H20 3.56026 2.90022 -2.74357  0.3133
O11 -0.44602 2.68512 0.42888  -0.6399
H21 0.47119 2.90055 0.19129  0.2619
H22 -0.31081 1.75785 0.68329  0.3575
O12 -1.04262 -2.56860 -2.50388  -0.5544
H23 -1.12713 -2.26458 -1.56754  0.3871
H24 -0.10476 -2.84475 -2.73214  0.3061
O13 -2.35763 -1.34428 -0.77544  -0.7672
H25 -1.74526 -0.61652 -0.95133  0.3531
H26 -2.54185 -1.44662 0.21617  0.2056
O14 -4.13341 1.75816 -0.52255  -0.5941
H27 -3.55663 2.52088 -0.63605  0.3045
H28 -4.63671 1.83550 0.28754  0.2749
O15 3.28282 -0.99331 3.15957  -0.6180
H29 2.65278 -1.35054 2.51104  0.2515
H30 3.64466 -1.86108 3.42077  0.2940
O16 0.94540 -2.09829 -4.33921  -0.5907
H31 0.76927 -2.91044 -4.81838  0.2837
H32 1.53327 -1.59903 -4.92193  0.2876
O17 -0.34852 -2.09559 2.89554  -0.4978
H33 -1.15483 -1.77580 3.31148  0.0747
H34 -0.47216 -2.99299 2.54879  0.2451
O18 1.17488 -1.56624 0.66656  -0.3161
H35 0.32288 -1.82454 0.29974  -0.0356
H36 1.68804 -2.32012 0.29832  0.2727
O19 1.79568 0.54182 -0.46462  -0.1010
H37 2.24677 1.07188 -1.12615  0.0481
H38 2.13251 -0.35970 -0.55584  0.1502
O20 -2.71366 2.22811 2.50196  -0.5852
H39 -2.16025 2.06129 1.72570  0.3029
H40 -2.32195 1.80024 3.26496  0.2687
O21 3.84909 2.96838 0.27407  -0.6310
H41 3.39927 2.42534 -0.38070  0.3781
H42 4.00383 2.21785 0.86578  0.3273

Total charge: 0
HOMO level in hartree: -0.3936
LUMO level in eV: -0.477

=====

Arrangement ii

Entry from the Open Molecules 2025 dataset: 21 unconnected molecules or ions with the total composition H42O21 (the ωB97M-V functional and the def2-TZVPD basis).

Last column: Mulliken charge in e.
Cartesian coordinates (Å):
O1 -3.15677 -1.52790 0.55773  -0.5333
H1 -4.07272 -1.76740 0.69885  0.2551
H2 -2.90084 -2.01063 -0.22821  0.2674
O2 -1.12301 -3.30942 -1.24498  -0.7853
H3 -1.58138 -3.84477 -0.59728  0.3214
H4 -0.28224 -3.10497 -0.83566  0.4778
O3 2.33985 -1.19283 3.60628  -0.6279
H5 2.67618 -0.31464 3.78484  0.3486
H6 2.40361 -1.64939 4.44516  0.2777
O4 3.16700 1.43642 3.95740  -0.6987
H7 2.93419 1.71882 3.07293  0.3437
H8 2.62978 1.98129 4.53250  0.3149
O5 5.04438 1.27951 1.39646  -0.6613
H9 4.17839 1.45216 1.02703  0.3292
H10 5.14869 1.93925 2.08209  0.3045
O6 -2.61922 1.04401 -4.00118  -0.6067
H11 -1.88547 0.55068 -3.63450  0.2813
H12 -3.24068 1.12326 -3.27748  0.2880
O7 -3.21520 1.90785 2.33057  -0.6698
H13 -3.77791 1.57815 1.62994  0.3347
H14 -2.56402 1.21830 2.45993  0.5224
O8 2.23681 2.05930 1.16178  -0.8142
H15 1.72689 1.36063 0.75181  0.4141
H16 1.60043 2.75454 1.32882  0.2699
O9 -2.57592 3.78524 -2.21048  -0.6329
H17 -3.39906 3.95341 -1.75179  0.2919
H18 -2.83164 3.66035 -3.12440  0.3107
O10 0.27757 3.06414 -2.41387  -0.5810
H19 -0.58300 3.34315 -2.10112  0.3365
H20 0.10358 2.26935 -2.91811  0.2439
O11 -0.75182 1.04411 5.00797  -0.6242
H21 -0.72778 0.33014 5.64507  0.2778
H22 -1.08867 0.64064 4.20798  0.3840
O12 -0.74089 -1.17875 -2.89322  -0.4639
H23 0.20637 -1.26146 -2.78321  0.1048
H24 -1.09314 -2.00892 -2.57234  0.3638
O13 2.83433 3.06499 -1.40007  -0.6360
H25 2.87035 2.70314 -0.51463  0.4370
H26 1.91656 3.30745 -1.52309  0.3094
O14 -5.33779 1.03939 0.13137  -0.5907
H27 -6.06070 1.65918 0.22886  0.2846
H28 -5.17318 1.00900 -0.81108  0.2953
O15 1.91941 0.33093 -3.50021  -0.5886
H29 2.56983 1.00789 -3.31337  0.2680
H30 1.93348 0.24107 -4.45308  0.2681
O16 1.03024 -2.83173 0.31477  -0.6224
H31 1.71792 -3.48606 0.19158  0.2686
H32 1.27498 -2.11357 -0.26882  0.1922
O17 1.86081 -1.99616 -2.33891  -0.5163
H33 2.78710 -2.23503 -2.37319  0.2902
H34 1.84089 -1.07468 -2.59718  0.2523
O18 0.19033 -2.50471 2.76892  -0.7787
H35 1.03811 -2.09457 2.94006  0.3689
H36 0.29308 -2.91987 1.91258  0.4906
O19 0.32429 -0.06060 -0.22129  -0.2516
H37 -0.44381 -0.02045 0.34848  0.1992
H38 -0.02660 -0.29237 -1.08116  0.2610
O20 0.98936 -4.73799 -2.79473  -0.6417
H39 0.30345 -4.13733 -2.50325  0.3644
H40 1.34091 -4.33399 -3.58809  0.3005
O21 -1.42754 -0.23784 2.52913  -0.6972
H41 -0.77276 -0.93493 2.48955  0.2222
H42 -2.25554 -0.67473 2.32972  0.2859

Total charge: 0
HOMO level in hartree: -0.3893
LUMO level in eV: -0.339

=====

Tell me which of them is the least stable. Sure, it is arrangement i.